[1]
51
Properties=species:S:1:pos:R:3:forces:R:3:lowdin_charge:R:1 method="wB97M-V/def2-TZVPD" homo_energy_ev=-8.18 homo_lumo_gap_ev=8.63 e_above_lowest_kcal_mol=0.0 e_tot_ha=-1352.84502 smiles="O=C(Nc1ccccc1)N1CCC(C(=O)N2CCC[C@H](C(F)(F)F)C2)CC1" lumo_ha=0.0163
O -0.313590 4.341482 1.039296 0.017 0.417 0.183 0.061
C 0.209869 3.343359 0.585313 -0.039 -0.189 -0.162 -0.492
N 1.568535 3.190585 0.412642 0.060 -0.491 -0.104 0.142
C 2.573207 4.135793 0.624585 0.184 0.313 0.066 -0.225
C 3.895738 3.698983 0.553114 -0.103 -0.033 0.010 -0.039
C 4.938087 4.587869 0.728395 0.018 -0.002 -0.007 -0.098
C 4.678654 5.925225 0.976408 0.110 0.120 0.030 -0.107
C 3.366555 6.361418 1.046594 0.146 -0.048 -0.024 -0.083
C 2.315089 5.480881 0.871503 -0.227 0.038 0.011 -0.016
H 1.295635 5.821162 0.933961 -0.024 0.007 0.006 0.098
H 3.154798 7.402734 1.239781 -0.032 0.078 0.015 0.103
H 5.493498 6.619876 1.114523 0.064 0.055 0.013 0.096
H 5.956998 4.233181 0.671612 0.064 -0.033 -0.006 0.101
H 4.103669 2.654617 0.359826 0.017 -0.097 -0.014 0.107
H 1.913036 2.258866 0.241372 -0.125 0.103 0.001 0.118
N -0.535661 2.268948 0.184310 -0.109 -0.117 -0.042 -0.042
C -1.934567 2.231108 0.565747 -0.305 0.136 0.258 -0.139
H -2.573056 2.490494 -0.288264 -0.010 0.060 0.085 0.129
H -2.078994 2.994059 1.333230 -0.055 -0.116 -0.169 0.124
C -2.283785 0.848303 1.098449 0.018 0.086 -0.051 -0.112
H -1.612488 0.608655 1.925696 -0.085 0.036 -0.031 0.120
H -3.304398 0.846702 1.480497 -0.015 -0.001 0.035 0.122
C -2.121905 -0.224547 0.008229 0.049 -0.008 0.197 -0.216
C -1.547672 -1.501124 0.620343 -0.355 0.182 -0.191 -0.414
O -0.828141 -1.465420 1.600269 0.281 0.149 0.292 0.064
N -1.853943 -2.684201 0.026042 -0.042 -0.408 0.033 -0.039
C -2.530912 -2.911121 -1.230258 0.039 0.182 -0.424 -0.144
H -2.934308 -1.983656 -1.629177 -0.043 -0.038 0.072 0.112
C -1.565670 -3.530645 -2.246219 -0.200 -0.169 0.155 -0.157
C -0.978314 -4.827853 -1.699040 0.233 0.200 -0.036 -0.143
H -0.247127 -5.238746 -2.397105 -0.060 -0.047 0.015 0.123
C -0.319039 -4.554750 -0.344313 -0.201 -0.388 0.130 -0.181
C 0.201361 -5.849214 0.258114 0.113 0.126 -0.088 -0.615
F -0.776136 -6.745564 0.467516 -0.329 -0.088 0.007 0.142
F 0.805941 -5.662278 1.437926 0.076 0.217 0.233 0.149
F 1.099299 -6.449841 -0.539571 0.148 0.018 -0.253 0.140
C -1.331879 -3.903257 0.607387 0.415 -0.078 0.315 -0.086
H -0.859155 -3.644903 1.557662 -0.146 -0.117 -0.169 0.131
H -2.160320 -4.597412 0.789502 0.038 0.035 -0.019 0.144
H 0.543380 -3.891302 -0.467942 -0.040 -0.051 0.048 0.170
H -1.774002 -5.564916 -1.567372 -0.001 -0.040 -0.013 0.128
H -2.097333 -3.725698 -3.177442 0.001 0.036 -0.063 0.117
H -0.758641 -2.825876 -2.456467 -0.002 0.072 -0.048 0.110
H -3.363156 -3.603814 -1.054408 -0.024 0.081 -0.047 0.134
H -3.094131 -0.428308 -0.443271 0.083 -0.004 -0.004 0.130
C -1.144044 0.275859 -1.070612 0.094 0.003 0.066 -0.113
H -0.720816 -0.564810 -1.623268 0.000 0.032 -0.076 0.110
C -0.007021 1.069997 -0.433067 0.274 -0.169 -0.191 -0.148
H 0.709594 1.346560 -1.215273 -0.037 -0.061 0.105 0.129
H 0.496406 0.429335 0.306650 0.051 0.030 -0.104 0.130
H -1.669144 0.913202 -1.783427 0.016 -0.021 -0.043 0.126


[2]
55
Properties=species:S:1:pos:R:3:forces:R:3:lowdin_charge:R:1 method="wB97M-V/def2-TZVPD" homo_energy_ev="-14.30 / -14.31" homo_lumo_gap_ev="6.27 / 6.78" e_above_lowest_kcal_mol=36.3 e_tot_ha=-4429.80614 s_squared=0.759 multiplicity=2 lumo_ha="-0.2952 / -0.2767" charge=+2
V 0.157201 1.121239 0.712724 -0.093 2.350 -3.747 0.975
F 2.515501 -1.699337 3.329108 -0.502 -0.032 -0.048 0.184
C 1.662831 -0.941228 4.008327 0.946 0.320 0.325 -0.649
F 2.243407 0.227267 4.250431 -0.107 -0.037 0.220 0.175
F 1.305632 -1.528742 5.119175 -0.413 0.184 -0.512 0.231
S 0.279571 -0.518004 2.820898 -0.767 -2.453 2.830 0.741
O 1.090699 0.181415 1.789181 3.470 -1.637 2.098 -0.374
O -0.377071 -1.650283 2.289375 0.118 -0.566 0.183 -0.169
N -0.580516 0.548611 3.566420 -0.169 0.126 0.300 -0.228
S -1.586477 1.302208 2.619988 -1.393 0.857 2.069 0.701
O -1.577515 0.600867 1.324818 -1.052 -1.124 -0.625 -0.378
O -1.332090 2.691882 2.450337 0.065 0.399 0.459 -0.193
C -3.343458 1.020005 3.268345 -0.824 -0.304 0.154 -0.640
F -4.057561 0.703933 2.193971 0.167 0.107 0.029 0.173
F -3.348141 0.015901 4.115485 0.282 0.136 -0.100 0.201
F -3.841099 2.101786 3.822708 0.609 -0.082 -0.161 0.212
N -2.727016 1.884841 -0.910851 0.241 -0.009 0.233 0.191
C -1.761589 2.776887 -0.735593 -0.616 0.492 -0.475 -0.598
N -0.503007 2.467581 -0.382067 -1.702 1.565 -1.553 -0.078
C 0.328647 3.587646 -0.462797 -0.132 1.348 -0.406 -0.285
C -0.303606 4.747106 -0.762473 0.396 -0.818 0.348 -0.260
S -1.990400 4.471527 -1.027218 0.016 -0.384 0.064 1.175
C 1.714563 3.223842 -0.264921 0.954 0.937 -0.221 -0.290
C 2.900752 3.872119 -0.399655 -0.890 -0.400 0.172 -0.268
S 4.217424 2.781511 -0.146457 -0.293 -0.337 0.047 1.167
C 3.091556 1.477009 0.095467 0.652 0.199 -0.234 -0.595
N 1.819629 1.879306 0.050503 1.232 -0.346 -0.168 -0.046
N 3.461727 0.211781 0.248404 -0.185 -0.029 0.187 0.181
H -2.512267 0.892039 -0.831020 -0.162 0.178 -0.182 0.109
H -3.659002 2.178095 -1.171488 0.152 -0.113 0.024 0.143
H 0.106657 5.737857 -0.814578 0.084 0.117 -0.087 0.101
H 3.081522 4.902422 -0.643515 0.002 0.125 -0.011 0.098
H 4.432957 -0.044272 0.350872 -0.130 0.036 -0.086 0.140
H 2.758316 -0.517549 0.146463 0.269 0.023 -0.063 0.102
C 1.145133 -3.635807 -1.378325 -0.078 0.432 0.074 0.018
C 0.637215 -2.265314 -1.788145 -0.038 -0.097 -0.592 -0.407
C 1.253376 -1.822822 -3.114571 -0.096 -0.013 0.380 0.013
O 1.091288 -1.261198 -0.797560 0.656 -0.184 0.330 0.105
B 0.085118 -0.394890 -0.643159 -0.062 -0.674 -0.693 -0.629
O -1.065309 -0.705216 -1.239501 -0.798 0.318 -0.326 0.117
C -0.924908 -2.094000 -1.734068 0.003 -0.549 -0.014 -0.406
C -1.580137 -2.977492 -0.675514 0.144 0.347 -0.120 0.017
C -1.643221 -2.207508 -3.067843 0.188 0.176 0.310 0.018
H 2.221990 -3.679972 -1.509075 0.124 -0.029 -0.054 0.101
H 0.691757 -4.396259 -2.006735 -0.030 -0.123 -0.083 0.109
H 0.916141 -3.849474 -0.340079 -0.078 -0.075 0.111 0.095
H 2.325726 -1.695681 -2.976846 0.050 -0.061 -0.004 0.102
H 0.839200 -0.867487 -3.430246 -0.032 0.043 -0.142 0.098
H 1.097773 -2.569948 -3.887889 -0.087 0.002 -0.090 0.108
H -1.109011 -2.821151 0.293740 -0.007 -0.123 0.025 0.078
H -1.516789 -4.027668 -0.944699 0.006 -0.075 -0.032 0.107
H -2.630054 -2.706962 -0.593894 -0.089 -0.009 0.011 0.105
H -1.345319 -1.424117 -3.755753 0.084 0.057 -0.103 0.093
H -2.713783 -2.133613 -2.906450 -0.144 0.005 0.019 0.099
H -1.443963 -3.170690 -3.523756 0.063 -0.195 -0.072 0.109


[3]
114
Properties=species:S:1:pos:R:3:forces:R:3:lowdin_charge:R:1 method="wB97M-V/def2-TZVPD" homo_energy_ev=-13.11 homo_lumo_gap_ev=0.96 e_above_lowest_kcal_mol=0.0 e_tot_ha=-6401.53864 lumo_ha=-0.4467 charge=+3
Cd -3.775774 6.303638 4.685932 0.004 -0.136 0.145 0.649
Tl -1.516596 -1.468167 -6.277692 0.097 0.059 0.054 0.962
C -0.360531 0.460405 1.026211 0.472 -0.856 -2.475 0.178
C -0.417328 0.576299 -0.423652 -0.925 0.479 -1.448 -0.290
C -0.574600 2.030697 -1.035066 -0.543 0.189 -3.071 -0.226
O -0.653921 2.098480 -2.290778 0.402 0.252 4.102 0.116
C -0.819249 3.175010 -0.106436 0.550 -1.997 -1.436 0.198
C -0.847568 2.934250 1.261008 -2.135 4.025 4.261 -0.246
C -0.639658 1.530437 1.833175 0.341 1.071 5.729 -0.292
O -0.619879 1.296675 3.113177 -0.430 1.416 -4.001 0.083
O -1.200598 3.983408 2.021068 1.734 -4.867 -2.710 0.021
O -0.518970 -0.330320 -1.230523 0.490 0.370 1.219 0.145
H -0.081120 -0.485643 1.465894 -0.080 -0.068 0.132 0.151
H -1.108488 4.164119 -0.429583 0.081 0.010 -0.336 0.147
C -2.706027 2.007037 9.281046 -0.162 -1.492 1.000 -0.239
S -4.280006 2.310761 8.453384 -0.219 0.724 0.050 0.892
O -3.915390 3.286209 7.378279 -0.300 -0.596 -0.297 -0.562
C -4.874812 0.701392 7.806924 0.812 -1.111 0.087 -0.233
H -2.451406 2.851333 9.921700 0.007 0.488 -0.799 0.066
H -1.904255 1.604890 8.661743 -0.121 0.616 -0.404 0.067
H -2.836119 1.248201 10.052635 -0.499 -0.374 -0.049 0.057
H -4.151988 0.185665 7.174749 0.297 0.385 -0.158 0.056
H -5.835535 0.630815 7.296894 0.004 1.157 -0.020 0.063
H -5.018628 0.022980 8.647859 0.184 0.324 0.497 0.057
C -5.517443 -4.070972 0.030369 0.297 -0.345 -0.771 -0.255
S -6.069593 -3.436800 -1.599448 0.360 0.599 0.134 0.833
O -4.866481 -3.428077 -2.489345 -0.377 -0.498 0.116 -0.567
C -7.308033 -4.716310 -2.052388 0.394 -0.360 0.928 -0.231
H -4.611002 -3.546869 0.333332 -0.398 0.653 -0.055 0.045
H -5.141478 -5.086156 -0.096716 -0.570 -0.308 0.041 0.051
H -6.346133 -3.958997 0.729542 0.206 -0.191 0.068 0.056
H -8.273571 -4.227012 -1.924174 0.027 -0.067 -0.441 0.048
H -7.257291 -5.513770 -1.311058 0.040 -0.055 0.037 0.043
H -7.146558 -5.189135 -3.021129 0.047 0.573 -0.098 0.064
C 0.794868 4.999698 -7.752465 1.194 0.034 -1.230 -0.207
S 1.330516 3.774467 -9.109095 -0.569 1.471 0.414 0.854
O 0.553825 2.599902 -8.752692 -0.722 -2.453 0.399 -0.562
C 0.487140 4.343781 -10.632341 -0.625 0.883 0.032 -0.242
H 1.550900 5.762682 -7.937859 -0.629 0.803 0.139 0.034
H 1.022600 4.628595 -6.753206 0.139 -0.743 -0.359 0.044
H -0.258409 5.279670 -7.770447 0.209 0.148 -0.513 0.055
H 0.745870 5.362127 -10.922368 0.132 0.055 0.231 0.055
H -0.587585 4.278469 -10.462601 -0.027 0.194 0.462 0.054
H 0.609638 3.726008 -11.521975 0.850 -0.447 0.447 0.059
C 4.825519 -0.457150 4.201249 -0.460 0.445 -0.806 -0.241
S 4.528390 0.583745 2.714118 0.062 1.001 0.222 0.826
O 5.608001 1.635268 2.504423 -1.102 -2.038 0.254 -0.516
C 4.602169 -0.756191 1.510235 0.211 0.528 -0.438 -0.274
H 3.979150 -1.135859 4.306710 -0.223 0.113 -0.237 0.044
H 4.744105 0.275363 5.004309 0.770 -0.363 0.225 0.050
H 5.706309 -1.084771 4.065633 0.330 0.540 0.470 0.063
H 4.339116 -0.333804 0.540448 0.291 0.126 -0.029 0.045
H 3.811266 -1.473909 1.728073 0.261 -0.124 0.372 0.051
H 5.612785 -1.164074 1.490876 -0.146 -0.239 -0.054 0.065
C 0.977037 -2.949529 7.893017 0.884 0.071 0.601 -0.228
S 1.531440 -3.636556 9.552258 -0.604 -2.995 -1.215 0.919
O 1.007385 -5.087556 9.514356 0.469 2.281 0.412 -0.513
C 3.340457 -3.897036 9.320934 -0.517 0.545 -0.850 -0.224
H -0.084493 -3.164984 7.771291 0.089 0.112 0.439 0.051
H 1.505298 -3.396048 7.050605 0.206 -0.257 0.279 0.052
H 1.209049 -1.885170 7.930656 -0.281 0.066 -0.091 0.040
H 3.416750 -4.770615 8.673537 -0.093 -0.107 0.209 0.060
H 3.876506 -4.038693 10.259379 -0.365 0.115 -0.022 0.062
H 3.706197 -3.042114 8.752211 0.236 0.154 0.273 0.047
C -7.619356 2.540499 -3.071556 -0.045 0.139 1.669 -0.245
S -5.810544 2.845466 -3.232156 -0.745 -0.444 -1.568 0.820
O -5.337080 1.863610 -4.264889 0.143 0.340 0.553 -0.589
C -5.912566 4.463783 -4.048982 -0.563 0.680 0.207 -0.280
H -7.898607 1.523562 -3.347138 0.281 0.304 -1.002 0.058
H -8.269417 3.360686 -3.376208 0.167 -0.310 -0.705 0.053
H -7.821614 2.465743 -2.003095 0.251 0.293 0.398 0.032
H -4.928359 4.783299 -4.391560 0.012 -0.165 0.255 0.049
H -6.328566 5.170978 -3.331391 0.473 0.084 0.508 0.048
H -6.627708 4.607474 -4.858939 0.087 -0.963 -0.349 0.062
C 3.786506 -5.370099 -2.964890 -0.018 0.626 -1.684 -0.241
S 2.702072 -6.103235 -4.268124 -0.554 -0.420 -0.589 0.840
O 1.754696 -5.072244 -4.872890 1.598 -0.679 0.713 -0.572
C 3.962255 -6.599233 -5.543838 -0.215 0.604 0.348 -0.229
H 4.613042 -4.858593 -3.458148 0.176 -0.103 -0.018 0.044
H 4.170675 -6.164038 -2.324435 -0.406 0.224 0.175 0.055
H 3.176174 -4.564192 -2.557327 -0.063 -0.464 0.610 0.045
H 3.412897 -6.985701 -6.402296 -0.085 0.200 0.110 0.052
H 4.648817 -7.375504 -5.206003 -0.292 -0.044 0.457 0.058
H 4.564855 -5.730088 -5.807581 -0.205 0.104 -0.144 0.051
C 1.253851 10.151570 3.229764 0.105 0.004 0.880 -0.273
S 2.572571 10.145933 1.993536 1.623 -2.271 1.683 0.921
O 3.903294 10.043939 2.766633 -2.355 0.396 -1.334 -0.496
C 2.225477 8.412320 1.412127 -0.060 0.083 -0.952 -0.252
H 1.304160 9.289978 3.895527 0.454 -0.326 -0.295 0.057
H 0.250452 10.138588 2.804175 0.190 0.505 -0.267 0.057
H 1.465935 10.988113 3.895588 -0.358 0.342 -0.337 0.058
H 1.218171 8.319708 1.006118 -0.130 0.558 -0.137 0.044
H 2.293250 7.575037 2.106722 0.472 0.639 0.703 0.060
H 2.915164 8.218741 0.590562 0.072 0.099 0.063 0.045
C -0.209350 -6.422634 1.036032 0.422 -1.336 0.419 -0.223
S 0.336440 -8.194640 1.222633 -0.537 -1.007 2.572 0.896
O 0.380636 -8.566739 2.720924 -0.265 0.942 -2.619 -0.510
C -0.994663 -9.132516 0.385342 -0.259 1.054 -0.005 -0.239
H -0.829791 -6.104575 1.873873 0.029 -0.266 -0.001 0.057
H -0.737837 -6.335186 0.086744 0.377 0.242 -0.044 0.050
H 0.793004 -5.999380 1.101255 -0.408 0.721 -0.362 0.033
H -1.087960 -10.160753 0.734798 0.643 0.081 -0.186 0.068
H -0.708922 -8.977439 -0.655037 -0.068 -0.686 -0.153 0.047
H -1.978552 -8.676468 0.495378 0.061 0.235 0.353 0.054
C 5.053827 1.857089 -4.617337 -0.118 -0.328 0.369 -0.230
S 4.923650 -0.060744 -4.786037 -1.508 2.296 -0.363 0.830
O 3.619032 -0.306318 -5.523470 1.343 0.009 0.614 -0.596
C 6.255272 -0.166657 -5.965125 -0.028 -0.166 -1.405 -0.294
H 4.907130 2.436484 -5.528864 0.427 -0.780 -0.634 0.048
H 6.008956 2.110520 -4.157325 0.140 -0.179 -0.154 0.044
H 4.288756 2.331759 -4.002957 -0.241 -0.872 0.554 0.032
H 6.069284 -1.048779 -6.577783 0.074 -0.462 0.460 0.053
H 7.259563 -0.197992 -5.542612 -0.231 0.056 0.227 0.063
H 6.165258 0.608679 -6.725943 0.081 0.418 0.339 0.057